# 1
166
Properties=species:S:1:pos:R:3 method="wB97M-V/def2-TZVPD" total_charge=+5 gap_ev="2.38 / 6.94" s2=0.76 spin_multiplicity=2 e_homo_ev="-11.80 / -16.36"
C 19.11 -20.39 10.14
C 18.62 -19.55 11.34
N 17.18 -19.88 11.34
C 16.38 -19.41 10.33
C 15.16 -20.10 10.55
N 15.33 -20.95 11.63
C 16.58 -20.80 12.17
C 14.37 -22.01 11.93
H 18.87 -19.96 9.16
H 18.71 -21.39 9.99
H 20.20 -20.45 10.16
H 18.67 -18.47 11.18
H 19.16 -19.79 12.25
H 16.65 -18.63 9.63
H 14.21 -20.13 10.04
H 17.05 -21.51 12.84
H 14.24 -21.88 13.01
H 14.81 -23.00 11.83
H 13.49 -21.80 11.33
C 18.39 -13.90 6.21
C 18.93 -14.59 7.42
N 20.02 -15.49 7.09
C 21.20 -15.00 6.62
C 22.02 -16.08 6.33
N 21.22 -17.22 6.46
C 19.98 -16.89 7.00
C 21.81 -18.56 6.27
H 17.44 -13.37 6.27
H 18.16 -14.72 5.53
H 19.12 -13.21 5.78
H 18.12 -15.19 7.83
H 19.22 -13.84 8.16
H 21.43 -13.95 6.56
H 23.02 -16.16 5.93
H 19.12 -17.53 7.09
H 22.31 -18.91 7.17
H 22.60 -18.60 5.53
H 20.92 -19.18 6.13
C 14.07 -10.01 13.61
C 14.93 -11.23 13.09
N 14.60 -11.53 11.68
C 14.45 -10.62 10.66
C 14.02 -11.38 9.49
N 14.10 -12.67 9.83
C 14.49 -12.80 11.08
C 13.92 -13.72 8.84
H 14.09 -9.95 14.70
H 13.04 -10.18 13.33
H 14.40 -9.13 13.05
H 14.67 -12.18 13.56
H 16.02 -11.21 13.20
H 14.24 -9.56 10.64
H 13.72 -11.04 8.51
H 14.45 -13.69 11.70
H 13.07 -13.65 8.16
H 14.02 -14.68 9.32
H 14.71 -13.63 8.09
C 15.07 -17.65 13.14
C 15.19 -16.58 14.26
N 14.34 -17.00 15.36
C 14.65 -17.67 16.53
C 13.49 -17.84 17.26
N 12.50 -17.16 16.62
C 13.00 -16.71 15.48
C 10.96 -17.13 16.91
H 15.50 -18.63 13.36
H 15.47 -17.34 12.17
H 14.01 -17.63 12.90
H 14.96 -15.54 14.03
H 16.21 -16.46 14.63
H 15.63 -18.12 16.56
H 13.29 -18.41 18.16
H 12.39 -16.13 14.80
H 10.75 -18.12 17.31
H 10.38 -16.84 16.03
H 11.02 -16.40 17.71
C 21.52 -17.10 12.52
C 22.93 -17.55 12.90
N 23.33 -18.63 12.01
C 23.53 -18.56 10.63
C 23.74 -19.80 10.18
N 23.64 -20.68 11.18
C 23.36 -19.98 12.31
C 23.81 -22.13 11.08
H 21.18 -17.03 11.49
H 21.36 -16.12 12.98
H 20.75 -17.76 12.92
H 22.99 -17.94 13.92
H 23.62 -16.70 12.88
H 23.41 -17.61 10.13
H 24.14 -20.06 9.21
H 23.19 -20.50 13.24
H 24.32 -22.58 11.93
H 24.26 -22.44 10.14
H 22.84 -22.63 11.08
C 26.04 -12.90 7.16
C 26.30 -13.04 8.68
N 25.06 -12.83 9.53
C 25.03 -12.28 10.81
C 23.71 -12.21 11.21
N 22.97 -12.96 10.28
C 23.75 -13.15 9.22
C 21.55 -13.14 10.41
H 26.95 -12.84 6.57
H 25.40 -12.07 6.86
H 25.67 -13.82 6.73
H 27.03 -12.27 8.93
H 26.76 -13.98 8.98
H 25.90 -11.93 11.36
H 23.21 -11.78 12.07
H 23.56 -13.49 8.21
H 21.28 -14.20 10.40
H 21.19 -12.83 9.43
H 21.18 -12.72 11.35
C 17.83 -14.35 17.36
C 18.43 -13.02 17.92
N 18.64 -12.04 16.83
C 18.50 -10.69 16.89
C 18.73 -10.16 15.63
N 18.94 -11.27 14.79
C 18.99 -12.40 15.54
C 19.07 -11.21 13.44
H 18.22 -14.79 16.44
H 16.80 -14.23 17.01
H 17.78 -15.14 18.11
H 19.40 -13.29 18.33
H 17.85 -12.45 18.65
H 18.38 -10.17 17.83
H 18.75 -9.13 15.28
H 19.30 -13.36 15.17
H 18.06 -11.55 13.21
H 19.95 -11.77 13.12
H 19.00 -10.19 13.05
C 18.25 -10.89 9.42
C 18.85 -9.47 9.01
N 17.81 -8.43 9.30
C 17.48 -7.96 10.58
C 16.40 -7.12 10.43
N 16.03 -7.07 9.07
C 16.90 -7.90 8.37
C 14.90 -6.46 8.49
H 18.99 -11.68 9.46
H 17.77 -11.20 8.49
H 17.57 -10.89 10.27
H 18.91 -9.36 7.92
H 19.75 -9.24 9.59
H 18.08 -8.36 11.38
H 15.70 -6.62 11.09
H 16.76 -7.97 7.30
H 15.15 -5.44 8.22
H 14.22 -6.56 9.34
H 14.50 -7.13 7.73
P 18.16 -15.34 11.51
F 17.74 -16.75 12.16
F 17.29 -15.61 10.23
F 16.90 -14.58 12.29
F 18.61 -13.88 10.85
F 19.01 -15.06 12.84
F 19.38 -15.93 10.63
P 15.39 -17.28 6.97
F 15.14 -17.62 5.33
F 15.89 -15.84 6.45
F 13.98 -16.58 7.20
F 15.85 -16.83 8.41
F 14.90 -18.79 7.34
F 16.84 -17.93 7.00

# 2
156
Properties=species:S:1:pos:R:3 method="wB97M-V/def2-TZVPD" total_charge=+7 gap_ev=5.52 de_lowest_kcal_mol=1546.2 spin_multiplicity=1 e_homo_ev=-22.77
N -0.06 0.19 0.52
O 0.62 -0.65 -0.07
O -0.87 0.78 -0.17
O 0.04 0.50 1.70
C -2.76 -1.88 -4.32
C -1.26 -1.46 -4.12
N -0.70 -1.95 -2.90
C -0.66 -1.37 -1.64
C 0.09 -2.28 -0.89
N 0.38 -3.46 -1.59
C -0.13 -3.22 -2.88
C 1.04 -4.70 -0.94
H -3.10 -1.59 -5.32
H -3.48 -1.30 -3.73
H -2.90 -2.93 -4.06
H -1.10 -0.38 -4.12
H -0.77 -1.90 -4.99
H -0.99 -0.37 -1.41
H 0.41 -2.22 0.14
H 0.03 -3.94 -3.67
H 0.56 -5.66 -1.14
H 1.05 -4.48 0.12
H 1.93 -4.74 -1.56
C 4.58 -0.25 -4.28
C 4.75 0.50 -2.89
N 4.00 -0.01 -1.73
C 3.92 0.70 -0.57
C 3.17 -0.17 0.36
N 2.84 -1.29 -0.33
C 3.32 -1.20 -1.59
C 2.21 -2.42 0.21
H 4.53 -1.34 -4.25
H 5.42 -0.12 -4.96
H 3.70 0.03 -4.85
H 4.39 1.48 -3.18
H 5.78 0.61 -2.55
H 4.43 1.66 -0.59
H 2.72 -0.05 1.33
H 3.20 -1.95 -2.36
H 1.40 -2.06 0.85
H 2.95 -3.06 0.69
H 1.79 -2.97 -0.63
C 1.26 6.32 -1.22
C 1.60 4.80 -1.56
N 0.29 4.18 -1.75
C -0.61 4.51 -2.74
C -1.73 3.75 -2.65
N -1.55 2.97 -1.50
C -0.25 3.08 -1.08
C -2.47 1.96 -1.04
H 0.20 6.53 -1.07
H 1.35 7.01 -2.07
H 1.88 6.80 -0.47
H 2.11 4.35 -0.71
H 2.18 4.82 -2.48
H -0.26 5.30 -3.39
H -2.71 3.71 -3.08
H 0.19 2.55 -0.25
H -3.48 2.36 -1.14
H -2.24 1.44 -0.12
H -2.27 1.18 -1.78
C 3.93 1.14 5.49
C 3.87 0.39 4.16
N 3.69 1.16 2.94
C 4.59 2.02 2.26
C 3.94 2.47 1.09
N 2.65 1.98 1.05
C 2.64 1.05 2.09
C 1.61 2.37 0.10
H 4.81 1.77 5.66
H 3.87 0.44 6.32
H 3.12 1.86 5.57
H 2.94 -0.18 4.16
H 4.71 -0.31 4.06
H 5.62 2.13 2.54
H 4.33 3.23 0.43
H 1.74 0.51 2.36
H 0.63 2.34 0.56
H 1.58 1.65 -0.71
H 1.87 3.35 -0.32
C -0.66 1.94 3.73
C -1.76 1.84 2.59
N -2.50 0.65 2.48
C -2.28 -0.49 1.82
C -3.19 -1.50 2.18
N -4.06 -1.02 3.13
C -3.55 0.29 3.37
C -5.15 -1.80 3.81
H -0.20 0.96 3.86
H -0.93 2.11 4.77
H 0.09 2.72 3.55
H -1.18 2.04 1.69
H -2.45 2.68 2.57
H -1.55 -0.50 1.02
H -3.21 -2.51 1.80
H -4.02 1.03 4.01
H -5.83 -1.08 4.27
H -4.83 -2.36 4.69
H -5.70 -2.45 3.13
C -2.49 0.21 -1.33
C -3.31 -1.01 -1.62
N -4.12 -1.30 -0.40
C -5.14 -0.48 0.19
C -5.76 -1.29 1.12
N -5.24 -2.58 1.13
C -4.25 -2.56 0.13
C -5.73 -3.76 1.72
H -1.61 -0.01 -0.73
H -3.05 1.04 -0.89
H -2.05 0.62 -2.24
H -2.61 -1.83 -1.73
H -3.88 -1.01 -2.55
H -5.29 0.49 -0.27
H -6.69 -1.09 1.64
H -3.66 -3.42 -0.15
H -5.05 -4.15 2.47
H -5.92 -4.42 0.88
H -6.60 -3.37 2.24
C 0.96 0.08 4.09
C 0.09 -0.98 3.32
N 0.19 -2.41 3.76
C 1.26 -3.31 3.74
C 0.96 -4.61 4.15
N -0.31 -4.48 4.66
C -0.79 -3.23 4.39
C -0.91 -5.49 5.52
H 0.67 1.09 3.80
H 1.98 0.05 3.72
H 1.08 -0.23 5.13
H 0.23 -0.75 2.26
H -0.97 -0.72 3.33
H 2.21 -2.98 3.34
H 1.60 -5.43 4.47
H -1.74 -2.87 4.77
H -0.71 -6.46 5.05
H -1.95 -5.17 5.53
H -0.48 -5.41 6.52
C 1.24 0.44 -1.60
C 1.26 0.26 -3.13
N 1.28 1.48 -4.01
C 1.71 2.75 -3.64
C 1.50 3.51 -4.81
N 0.94 2.76 -5.85
C 0.90 1.49 -5.33
C 0.32 3.19 -7.03
H 2.18 0.91 -1.29
H 1.12 -0.45 -0.99
H 0.40 0.97 -1.15
H 0.43 -0.42 -3.36
H 2.04 -0.47 -3.35
H 2.04 3.13 -2.68
H 1.64 4.58 -4.92
H 0.50 0.63 -5.84
H 0.67 2.57 -7.85
H 0.56 4.22 -7.30
H -0.75 3.13 -6.85